# 1
Formula: C4H9N
Source: the Open Molecules 2025 dataset
Level of theory: the ωB97M-V functional and the def2-TZVPD basis

Positions of all 14 atoms, in Å:
1 C -2.25539 0.23048 0.03899
2 C -0.95161 -0.36066 -0.39642
3 C 0.18673 -0.37194 0.36466
4 C 1.59113 -0.68272 -0.01934
5 N 2.38204 0.58066 -0.23608
6 H -2.27734 0.47015 1.04709
7 H -2.33382 1.34955 -0.39126
8 H -3.14959 -0.51158 -0.24605
9 H -1.06525 -0.60352 -1.50468
10 H 0.02549 0.04261 1.33930
11 H 2.17572 -1.25293 0.86273
12 H 1.68034 -1.29593 -0.84572
13 H 2.22683 1.08026 0.73496
14 H 1.76472 1.32559 -0.74818

Force components x, y, z for each atom (eV/Å):
-1.33 0.66 -2.41
1.14 0.20 -0.87
-2.28 -0.19 -1.64
1.40 0.64 3.07
-2.29 2.82 2.03
-0.13 -0.15 2.27
-0.32 -2.66 0.15
1.77 2.12 0.52
1.05 -0.20 1.49
0.16 0.08 0.72
-1.42 1.21 -1.87
0.00 -1.17 -1.88
1.06 -1.19 -1.97
1.20 -2.16 0.38

## Properties
HOMO energy ... -9.022 eV
LUMO level ... 1.1 eV
E_tot ... -212.4839 hartree
F_max ... 4.16 eV Å⁻¹
Spin multiplicity ... 1
Relative energy (zero: lowest compared OMol25 entry of this formula, charge and spin) ... 176.7 kJ/mol
SMILES ... C/C=C/CN


# 2
Formula: C4H9N
Source: the Open Molecules 2025 dataset
Level of theory: the ωB97M-V functional and the def2-TZVPD basis

Positions of all 14 atoms, in Å:
1 C -1.37172 -2.37804 0.66451
2 C -0.78408 -1.20858 0.66845
3 C 0.36044 -0.91815 1.61438
4 H -2.16311 -2.49917 -0.17507
5 H -1.20816 -3.35038 1.10739
6 H -1.07717 -0.37514 -0.00851
7 H 0.01882 -0.97417 2.62769
8 H 1.19077 -1.48900 1.22462
9 H 0.67657 0.15503 1.44131
10 C 0.46755 2.57857 -1.80039
11 N 1.53034 2.96258 -2.36649
12 H -0.48925 2.42334 -2.36960
13 H 0.42125 2.21947 -0.75805
14 H 2.42775 2.85362 -1.87023

Force components x, y, z for each atom (eV/Å):
-2.86 -0.95 -3.56
0.76 0.95 0.74
-0.12 2.44 -1.92
1.07 0.18 1.52
0.60 0.47 0.78
-0.06 -0.96 0.46
0.47 -0.61 0.65
0.43 -0.52 0.93
-0.28 -0.99 0.39
0.13 -0.86 0.17
-0.17 -0.36 -0.74
0.92 0.78 0.35
0.06 0.10 -0.18
-0.94 0.33 0.42

## Properties
HOMO energy ... -9.907 eV
LUMO level ... 0.9 eV
E_tot ... -212.4704 hartree
F_max ... 4.66 eV Å⁻¹
Spin multiplicity ... 1
Relative energy (zero: lowest compared OMol25 entry of this formula, charge and spin) ... 212.1 kJ/mol
SMILES ... C=CC.C=N


# 3
Formula: C4H9N
Source: the Open Molecules 2025 dataset
Level of theory: the ωB97M-V functional and the def2-TZVPD basis

Positions of all 14 atoms, in Å:
1 C -1.10873 -0.77766 0.86227
2 C 0.08722 -0.34199 0.40502
3 C 1.36820 -0.58018 1.20252
4 N 0.27800 0.44485 -0.70252
5 C -0.70548 0.95149 -1.59823
6 H -1.37096 -0.98826 1.88568
7 H -1.87912 -0.90912 0.10287
8 H 1.18229 -1.38565 1.89794
9 H 1.61563 0.37051 1.68937
10 H 2.20484 -0.88922 0.57937
11 H 1.24721 0.72998 -0.77653
12 H -1.25337 1.80892 -1.20192
13 H -1.46056 0.20624 -1.86468
14 H -0.20516 1.36010 -2.48115

Force components x, y, z for each atom (eV/Å):
-0.14 0.04 -1.44
-0.10 0.04 1.18
-0.82 0.80 -0.19
1.37 -0.92 0.29
-0.34 0.61 -0.29
0.53 -0.68 0.00
-0.36 0.65 0.45
0.06 0.10 0.41
0.29 -0.33 0.24
-0.03 0.08 -0.26
-0.52 0.05 -0.56
-0.17 0.03 0.43
0.34 -0.01 -0.19
-0.11 -0.47 -0.08

## Properties
HOMO energy ... -7.483 eV
LUMO level ... 1.1 eV
E_tot ... -212.5184 hartree
F_max ... 1.67 eV Å⁻¹
Spin multiplicity ... 1
Relative energy (zero: lowest compared OMol25 entry of this formula, charge and spin) ... 86.2 kJ/mol
SMILES ... C=C(C)NC


# 4
Formula: C4H9N
Source: the Open Molecules 2025 dataset
Level of theory: the ωB97M-V functional and the def2-TZVPD basis

Positions of all 14 atoms, in Å:
1 C -1.84554 -0.33561 -0.13603
2 C -1.01733 -1.34870 0.13625
3 N -0.34919 -1.49036 1.33614
4 H -2.13958 0.38512 0.61913
5 H -2.48199 -0.49987 -0.99327
6 H -0.95626 -2.18967 -0.53869
7 H -0.11396 -0.64720 1.84289
8 H 0.30700 -2.23340 1.48974
9 C 2.04236 1.27716 -0.67851
10 C 0.74009 1.51568 -0.57642
11 H 2.63940 1.01379 0.18723
12 H 2.58082 1.24222 -1.61729
13 H 0.27695 1.30838 0.36663
14 H 0.31724 2.00244 -1.43780

Force components x, y, z for each atom (eV/Å):
-0.43 -1.00 -0.06
-0.52 0.21 0.63
0.41 0.24 0.34
0.23 0.16 -0.21
0.05 0.54 -0.16
0.23 -0.04 -0.09
-0.19 -0.20 -0.10
0.06 -0.02 -0.34
0.25 -0.51 0.31
1.71 0.31 -0.37
-0.09 -0.38 0.02
-0.05 0.59 -0.08
-0.62 0.53 0.08
-1.05 -0.41 0.04

## Properties
HOMO energy ... -8.125 eV
LUMO level ... 1.1 eV
E_tot ... -212.4859 hartree
F_max ... 1.78 eV Å⁻¹
Spin multiplicity ... 1
Relative energy (zero: lowest compared OMol25 entry of this formula, charge and spin) ... 171.3 kJ/mol
SMILES ... C=CN.C=C


# 5
Formula: C4H9N
Source: the Open Molecules 2025 dataset
Level of theory: the ωB97M-V functional and the def2-TZVPD basis

Positions of all 14 atoms, in Å:
1 C 0.68929 1.12890 0.97185
2 C -0.73531 0.94994 0.49311
3 C -0.85131 -0.49099 0.14562
4 C 0.06652 -0.41718 -1.66328
5 N 0.15855 -1.06871 -0.49242
6 H 0.86154 2.16814 1.30227
7 H 0.84908 0.44159 1.81838
8 H 1.38683 0.83915 0.18464
9 H -0.99085 1.55712 -0.37859
10 H -1.47924 1.11326 1.30250
11 H -1.87816 -0.79446 0.01363
12 H 2.13332 -1.70419 1.21692
13 H 0.61449 -0.80858 -2.56781
14 H 2.37798 -2.35504 0.87117

Force components x, y, z for each atom (eV/Å):
0.32 0.88 0.70
-0.28 -0.19 1.78
-1.04 3.57 -4.60
-1.16 -0.18 2.07
1.76 -2.69 -2.27
0.12 -0.51 -0.12
0.16 0.39 -0.15
-0.03 0.35 0.23
-0.09 -0.20 0.29
0.40 0.36 -0.35
-0.27 -1.46 1.00
0.46 -1.03 -0.50
-0.04 -0.27 1.33
-0.31 0.97 0.59

## Properties
HOMO energy ... -7.333 eV
LUMO level ... -0.9 eV
E_tot ... -212.3121 hartree
F_max ... 5.91 eV Å⁻¹
Spin multiplicity ... 1
Relative energy (zero: lowest compared OMol25 entry of this formula, charge and spin) ... 627.6 kJ/mol


# 6
Formula: C4H9N
Source: the Open Molecules 2025 dataset
Level of theory: the ωB97M-V functional and the def2-TZVPD basis

Positions of all 14 atoms, in Å:
1 C 1.31964 0.17314 0.49169
2 C -0.00642 -0.26528 -0.05247
3 C -0.08600 -1.72393 -0.39959
4 C -1.02894 0.54744 -0.30318
5 N -1.13866 1.94452 -0.06525
6 H 1.66206 -0.31951 1.40075
7 H 2.12656 0.16993 -0.23815
8 H 1.14894 1.18692 0.81398
9 H -0.27715 -1.85265 -1.46887
10 H 0.85342 -2.25249 -0.22765
11 H -0.82253 -2.35026 0.10159
12 H -1.98864 0.06047 -0.47511
13 H -1.39812 2.21496 0.86642
14 H -0.36415 2.46673 -0.44416

Force components x, y, z for each atom (eV/Å):
-0.41 1.05 0.15
0.68 -0.70 -0.03
0.12 -0.88 -0.73
-0.80 -0.37 1.35
0.28 -0.06 -0.91
-0.21 -0.61 -0.17
0.04 -0.13 -0.10
0.40 0.71 0.05
-0.06 0.03 0.02
0.15 0.27 0.10
-0.35 0.41 0.29
0.07 0.08 -0.54
0.07 0.05 0.16
0.02 0.14 0.37

## Properties
HOMO energy ... -8.510 eV
LUMO level ... 1.1 eV
E_tot ... -212.5262 hartree
F_max ... 1.61 eV Å⁻¹
Spin multiplicity ... 1
Relative energy (zero: lowest compared OMol25 entry of this formula, charge and spin) ... 65.6 kJ/mol
SMILES ... CC(C)=CN


# 7
Formula: C4H9N
Source: the Open Molecules 2025 dataset
Level of theory: the ωB97M-V functional and the def2-TZVPD basis

Positions of all 14 atoms, in Å:
1 C 1.96460 -0.27292 -0.05641
2 C 0.59428 0.02154 0.52040
3 N -0.13496 1.31157 0.17658
4 C -0.64927 0.01127 -0.35547
5 C -2.01089 -0.27825 0.10482
6 H 2.77023 0.09219 0.56232
7 H 2.15991 0.19489 -1.07229
8 H 2.08833 -1.35865 -0.16239
9 H 0.48887 -0.17681 1.55059
10 H 0.37987 1.73377 -0.62393
11 H -0.49989 -0.22853 -1.44364
12 H -2.40895 -1.33932 0.01514
13 H -2.69953 0.40884 -0.42516
14 H -2.04260 -0.11960 1.20944

Force components x, y, z for each atom (eV/Å):
-0.11 0.12 -1.24
-0.96 1.23 -2.05
1.10 -0.91 -1.48
1.71 -0.01 -0.46
-1.67 -1.18 1.47
0.14 0.13 0.44
-0.60 -0.55 1.03
0.06 0.21 -0.02
-0.23 -0.47 1.01
-0.33 -0.10 0.92
0.22 0.46 1.07
0.78 1.12 -0.43
0.13 -0.39 0.52
-0.24 0.34 -0.79

## Properties
HOMO energy ... -9.513 eV
LUMO level ... 1.2 eV
E_tot ... -212.5130 hartree
F_max ... 2.57 eV Å⁻¹
Spin multiplicity ... 1
Relative energy (zero: lowest compared OMol25 entry of this formula, charge and spin) ... 100.1 kJ/mol
SMILES ... C[C@H]1N[C@@H]1C


# 8
Formula: C4H9N
Source: the Open Molecules 2025 dataset
Level of theory: the ωB97M-V functional and the def2-TZVPD basis

Positions of all 14 atoms, in Å:
1 C -0.84197 -1.59598 3.98021
2 C -1.22899 -0.48207 3.24331
3 N -0.21865 0.44810 2.68734
4 H 0.20230 -1.72660 3.87232
5 H -1.39970 -2.30924 4.53114
6 H -2.08967 -0.51456 2.55147
7 H -0.72637 1.29186 2.43624
8 H 0.52281 0.64286 3.36561
9 C 1.25260 0.80426 -3.83686
10 C 0.84598 0.70932 -5.17128
11 H 0.60002 1.35450 -3.18925
12 H 2.09926 0.32707 -3.33061
13 H -0.17586 1.09075 -5.35512
14 H 1.15825 -0.04027 -5.78453

Force components x, y, z for each atom (eV/Å):
-0.41 3.22 -1.97
1.94 -2.01 -1.02
-1.61 -1.27 1.18
1.23 -0.16 1.01
-0.81 -0.42 -0.21
-0.38 0.63 1.36
0.52 -0.01 0.03
-0.48 0.02 -0.38
-0.87 -0.37 -3.08
-1.31 1.14 5.66
-0.02 0.50 0.31
-0.18 0.08 -0.71
0.89 0.16 -0.22
1.49 -1.52 -1.95

## Properties
HOMO energy ... -8.339 eV
LUMO level ... 1.1 eV
E_tot ... -212.4457 hartree
F_max ... 5.92 eV Å⁻¹
Spin multiplicity ... 1
Relative energy (zero: lowest compared OMol25 entry of this formula, charge and spin) ... 277.0 kJ/mol
SMILES ... C=CN.C=C